[1]
{"formula": "C17H44IN2NbO9PS", "method": "ωB97M-V/def2-TZVPD", "charge": -1, "e_homo_ev": -5.6, "lumo_ev": 1.7945, "orbital_gap_ev": 7.36, "spin_multiplicity": 1, "symbols": ["C", "C", "O", "C", "Nb", "S", "C", "C", "O", "I", "P", "O", "O", "O", "H", "H", "H", "H", "H", "H", "H", "H", "H", "H", "H", "H", "H", "H", "C", "O", "C", "C", "N", "C", "C", "O", "C", "H", "H", "H", "H", "H", "H", "H", "H", "H", "H", "H", "H", "H", "H", "H", "C", "O", "C", "C", "N", "C", "C", "O", "C", "H", "H", "H", "H", "H", "H", "H", "H", "H", "H", "H", "H", "H", "H", "H"], "positions_angstrom": [[-2.113, -0.425, -0.712], [-1.019, -1.314, -1.257], [-0.619, -2.265, -0.226], [0.228, -0.586, -1.699], [0.055, 1.197, -3.083], [2.100, 0.774, -4.429], [-1.398, 0.227, -4.559], [-2.197, 1.135, -5.347], [-2.108, 1.396, -6.500], [-3.875, 2.082, -4.273], [1.404, 2.611, -1.321], [2.410, 1.808, -0.586], [2.126, 3.894, -1.999], [0.390, 3.319, -0.248], [-2.835, -1.002, -0.141], [-1.691, 0.364, -0.100], [-2.651, 0.066, -1.517], [-1.415, -1.908, -2.081], [-1.415, -2.525, 0.246], [0.799, -0.378, -0.798], [0.833, -1.290, -2.275], [-0.033, 2.753, -4.073], [-1.332, 1.932, -2.235], [2.156, -0.550, -4.302], [-2.074, -0.443, -4.034], [-0.799, -0.315, -5.283], [2.685, 4.317, -1.333], [0.637, 4.242, -0.116], [4.554, 8.012, 5.315], [5.165, 6.816, 4.884], [4.775, 5.656, 5.608], [3.973, 4.711, 4.747], [2.672, 5.272, 4.420], [1.899, 4.495, 3.451], [2.457, 4.332, 2.050], [2.490, 5.535, 1.287], [3.642, 6.336, 1.437], [5.019, 8.826, 4.762], [3.475, 8.025, 5.120], [4.714, 8.178, 6.385], [4.202, 5.941, 6.495], [5.687, 5.150, 5.939], [3.823, 3.779, 5.300], [4.577, 4.473, 3.860], [2.806, 6.207, 4.055], [0.916, 4.965, 3.366], [1.737, 3.496, 3.864], [1.804, 3.674, 1.488], [3.444, 3.855, 2.045], [4.528, 5.726, 1.633], [3.537, 7.072, 2.241], [3.791, 6.879, 0.503], [-5.744, -5.716, -0.235], [-4.471, -5.127, -0.094], [-3.639, -5.729, 0.887], [-2.445, -6.401, 0.254], [-2.839, -7.577, -0.510], [-1.763, -8.154, -1.312], [-1.180, -7.309, -2.435], [-2.068, -7.082, -3.510], [-2.951, -5.986, -3.375], [-6.309, -5.093, -0.925], [-5.692, -6.734, -0.641], [-6.275, -5.752, 0.722], [-4.211, -6.445, 1.485], [-3.284, -4.937, 1.553], [-1.758, -6.713, 1.045], [-1.927, -5.647, -0.354], [-3.603, -7.327, -1.125], [-2.136, -9.082, -1.754], [-0.949, -8.431, -0.634], [-0.338, -7.860, -2.861], [-0.783, -6.356, -2.067], [-2.522, -5.188, -2.764], [-3.915, -6.283, -2.947], [-3.139, -5.595, -4.374]], "lowdin_charge": [-0.086, -0.535, -0.082, -0.309, 1.122, 0.178, -0.386, -0.964, -0.030, 0.606, 0.300, -0.404, -0.248, -0.264, 0.069, 0.078, 0.036, 0.110, 0.054, 0.044, 0.036, -0.090, -0.093, -0.285, 0.036, 0.045, 0.047, 0.036, -0.124, -0.195, -0.223, -0.223, -0.052, -0.190, -0.215, -0.192, -0.105, 0.086, 0.081, 0.085, 0.119, 0.120, 0.124, 0.110, 0.072, 0.121, 0.122, 0.088, 0.120, 0.090, 0.072, 0.086, -0.121, -0.194, -0.220, -0.217, -0.051, -0.205, -0.229, -0.180, -0.098, 0.088, 0.080, 0.086, 0.120, 0.121, 0.125, 0.107, 0.072, 0.116, 0.116, 0.120, 0.114, 0.088, 0.074, 0.088]}


[2]
{"formula": "F2O2S", "method": "ωB97M-V/def2-TZVPD", "charge": 0, "e_above_lowest_ev": 6.046, "e_homo_ev": -9.7, "lumo_ev": -0.7981, "orbital_gap_ev": 8.88, "spin_multiplicity": 1, "symbols": ["O", "O", "F", "F", "S"], "positions_angstrom": [[-0.750, 0.111, -0.124], [-2.121, -0.069, -0.038], [1.192, -1.191, -0.236], [1.220, 1.141, -0.204], [0.458, 0.008, 0.602]], "nbo_charge": [-0.496, -0.445, -0.483, -0.455, 1.878]}


[3]
{"formula": "C24H50N7PSi", "method": "ωB97M-V/def2-TZVPD", "charge": 0, "smiles": "N=[PH2][SiH2]CCCCN.CCCC#N.CCCC#N.CCCC#N.CCCC#N.CCCC#N", "e_homo_ev": -8.6, "lumo_ev": 0.4620, "orbital_gap_ev": 9.08, "spin_multiplicity": 1, "symbols": ["N", "P", "Si", "C", "C", "C", "C", "N", "H", "H", "H", "H", "H", "H", "H", "H", "H", "H", "H", "H", "H", "H", "H", "C", "C", "C", "C", "N", "H", "H", "H", "H", "H", "H", "H", "C", "C", "C", "C", "N", "H", "H", "H", "H", "H", "H", "H", "C", "C", "C", "C", "N", "H", "H", "H", "H", "H", "H", "H", "C", "C", "C", "C", "N", "H", "H", "H", "H", "H", "H", "H", "C", "C", "C", "C", "N", "H", "H", "H", "H", "H", "H", "H"], "positions_angstrom": [[-0.952, -0.610, -2.026], [0.095, -1.019, -3.161], [1.769, -2.366, -2.441], [3.427, -1.481, -2.573], [3.740, -0.660, -1.310], [2.774, 0.508, -1.062], [3.414, 1.892, -1.210], [2.402, 2.964, -1.250], [-0.687, -1.056, -1.155], [0.746, 0.123, -3.690], [-0.480, -1.609, -4.292], [1.526, -2.677, -1.017], [1.691, -3.582, -3.280], [4.204, -2.240, -2.684], [3.428, -0.843, -3.459], [3.703, -1.336, -0.453], [4.772, -0.305, -1.357], [1.935, 0.488, -1.759], [2.360, 0.420, -0.058], [3.987, 1.890, -2.137], [4.099, 2.068, -0.380], [1.551, 2.622, -0.818], [2.142, 3.132, -2.214], [-0.023, -0.231, 1.732], [-0.597, -1.526, 2.288], [0.398, -2.266, 3.193], [1.616, -2.636, 2.468], [2.577, -2.917, 1.904], [0.846, -0.425, 1.099], [-0.761, 0.295, 1.126], [0.280, 0.434, 2.540], [-0.902, -2.183, 1.469], [-1.492, -1.309, 2.868], [-0.042, -3.176, 3.601], [0.686, -1.624, 4.028], [-1.724, 0.323, -8.066], [-2.592, -0.842, -8.528], [-2.943, -1.809, -7.391], [-1.741, -2.403, -6.806], [-0.795, -2.870, -6.354], [-0.763, -0.026, -7.686], [-1.524, 1.003, -8.894], [-2.217, 0.891, -7.275], [-2.082, -1.389, -9.322], [-3.523, -0.461, -8.951], [-3.578, -2.618, -7.752], [-3.483, -1.288, -6.599], [-4.599, 1.241, 6.050], [-4.212, -0.063, 5.360], [-2.753, -0.463, 5.595], [-1.835, 0.541, 5.051], [-1.135, 1.326, 4.586], [-4.008, 2.080, 5.678], [-5.648, 1.471, 5.867], [-4.453, 1.178, 7.130], [-4.382, 0.020, 4.288], [-4.852, -0.870, 5.717], [-2.547, -1.411, 5.096], [-2.546, -0.586, 6.659], [-4.824, 0.459, 0.395], [-3.970, -0.662, -0.185], [-4.389, -2.050, 0.315], [-4.261, -2.146, 1.767], [-4.118, -2.178, 2.905], [-4.726, 0.512, 1.481], [-4.513, 1.421, -0.010], [-5.880, 0.316, 0.156], [-2.922, -0.489, 0.058], [-4.041, -0.655, -1.272], [-3.764, -2.825, -0.132], [-5.426, -2.262, 0.049], [5.295, 1.920, 3.225], [4.916, 3.397, 3.254], [5.945, 4.295, 2.560], [7.257, 4.205, 3.203], [8.277, 4.116, 3.722], [6.226, 1.733, 3.762], [4.517, 1.321, 3.699], [5.416, 1.564, 2.200], [4.792, 3.716, 4.290], [3.952, 3.531, 2.761], [5.627, 5.337, 2.586], [6.058, 4.008, 1.514]], "lowdin_charge": [-0.372, 0.537, 0.567, -0.369, -0.278, -0.228, -0.281, -0.008, -0.096, -0.044, -0.090, -0.048, -0.067, 0.067, 0.068, 0.082, 0.106, 0.055, 0.090, 0.112, 0.093, 0.057, 0.057, -0.108, -0.261, -0.179, -0.232, 0.148, 0.042, 0.068, 0.057, 0.105, 0.066, 0.119, 0.119, -0.109, -0.261, -0.187, -0.236, 0.143, 0.069, 0.072, 0.077, 0.112, 0.108, 0.118, 0.121, -0.107, -0.277, -0.193, -0.232, 0.162, 0.070, 0.071, 0.075, 0.077, 0.108, 0.091, 0.120, -0.100, -0.262, -0.177, -0.212, 0.176, 0.061, 0.075, 0.076, 0.078, 0.103, 0.119, 0.120, -0.108, -0.261, -0.193, -0.243, 0.142, 0.071, 0.071, 0.068, 0.111, 0.107, 0.116, 0.116]}


[4]
{"formula": "C18H10Cl4N3O3Pt", "method": "ωB97M-V/def2-TZVPD", "charge": -1, "e_above_lowest_ev": 0.051, "e_homo_ev": -3.3, "lumo_ev": 2.2127, "orbital_gap_ev": 5.54, "spin_multiplicity": 1, "symbols": ["Pt", "O", "C", "N", "C", "C", "C", "C", "C", "C", "N", "C", "C", "C", "C", "C", "N", "H", "H", "H", "H", "H", "H", "H", "H", "H", "H", "Cl", "C", "C", "Cl", "C", "Cl", "C", "O", "C", "O", "C", "Cl"], "positions_angstrom": [[-0.462, 0.404, 0.000], [-2.781, 3.737, 0.000], [-1.884, 2.894, 0.000], [-2.037, 1.572, 0.000], [-3.365, 1.045, -0.001], [-3.268, -0.444, 0.000], [-4.431, -1.196, 0.001], [-4.355, -2.575, 0.001], [-3.103, -3.154, 0.002], [-1.974, -2.350, 0.001], [-2.039, -1.010, 0.000], [-0.429, 3.269, 0.000], [-0.016, 4.582, 0.000], [1.343, 4.854, 0.000], [2.233, 3.794, 0.000], [1.749, 2.496, 0.000], [0.444, 2.243, 0.000], [-3.930, 1.390, -0.875], [-3.930, 1.391, 0.874], [-5.382, -0.680, 0.000], [-5.254, -3.179, 0.002], [-2.974, -4.227, 0.002], [-0.974, -2.769, 0.002], [-0.776, 5.351, 0.000], [1.700, 5.876, 0.000], [3.302, 3.956, 0.000], [2.377, 1.620, 0.000], [5.334, -4.786, -0.002], [4.213, -3.459, -0.001], [4.678, -2.159, 0.001], [6.383, -1.832, 0.003], [3.746, -1.108, 0.002], [4.381, 0.521, 0.005], [2.360, -1.292, 0.000], [1.543, -0.243, 0.001], [1.876, -2.652, -0.002], [0.637, -2.880, -0.003], [2.841, -3.689, -0.003], [2.224, -5.313, -0.006]], "nbo_charge": [0.921, -0.677, 0.593, -0.578, -0.268, 0.243, -0.268, -0.149, -0.270, 0.069, -0.461, 0.138, -0.226, -0.158, -0.253, 0.068, -0.413, 0.216, 0.216, 0.215, 0.210, 0.226, 0.320, 0.245, 0.213, 0.226, 0.281, -0.016, -0.084, -0.152, -0.019, -0.150, -0.043, 0.332, -0.857, 0.314, -0.803, -0.173, -0.030]}